1.
{
  "formula": "C3H5NO3",
  "method": "wB97M-V/def2-TZVPD",
  "homo_lumo_gap_ev": [8.15, 7.45],
  "multiplicity": 3,
  "energy_ha": -397.54279,
  "e_lumo_ev": [0.432, -2.925],
  "e_above_lowest_ev": 2.073,
  "charge": 0,
  "e_homo_ev": [-7.7, -10.4],
  "symbols": ["O", "O", "O", "N", "C", "C", "C", "H", "H", "H", "H", "H"],
  "coordinates": [[-2.484, -1.033, 0.782], [-2.757, 0.247, -0.824], [-0.223, 1.665, 0.205], [-1.985, -0.420, -0.152], [-0.580, -0.557, -0.448], [1.816, 0.318, 0.459], [0.329, 0.571, 0.205], [-0.435, -0.185, -1.469], [2.157, 1.135, 1.096], [2.420, 0.399, -0.524], [-0.273, -1.496, -0.218], [2.014, -0.644, 0.889]]
}

---

2.
{
  "formula": "C16H28CaCl2F2N3O3",
  "method": "wB97M-V/def2-TZVPD",
  "homo_lumo_gap_ev": 7.40,
  "energy_ha": -2814.15781,
  "e_lumo_ev": -3.988,
  "e_above_lowest_ev": 1.302,
  "charge": 1,
  "e_homo_ev": -11.4,
  "symbols": ["Ca", "Cl", "Cl", "F", "F", "O", "O", "O", "N", "N", "N", "C", "C", "C", "C", "C", "C", "C", "C", "C", "C", "C", "C", "C", "C", "C", "C", "H", "H", "H", "H", "H", "H", "H", "H", "H", "H", "H", "H", "H", "H", "H", "H", "H", "H", "H", "H", "H", "H", "H", "H", "H", "H", "H", "H"],
  "coordinates": [[1.680, 1.787, -1.483], [3.316, -2.622, 1.448], [2.214, -1.523, 3.842], [-2.716, -0.429, 2.736], [0.990, -0.034, -0.461], [3.267, 0.354, -2.211], [-2.646, -2.959, -1.705], [-0.547, 2.552, -1.327], [-2.526, 3.605, -1.458], [-1.147, -1.778, -0.461], [2.789, -1.803, -1.991], [-1.546, 1.676, 5.401], [-1.358, -1.320, -2.841], [-1.760, 2.651, -0.994], [-1.388, -2.552, 0.741], [-0.702, 0.726, 2.930], [-1.794, -2.076, -1.617], [-2.049, 4.733, -2.279], [-0.264, 1.940, 4.961], [3.531, -0.858, -2.527], [0.137, 1.478, 3.728], [2.240, -1.400, 2.113], [4.677, -1.124, -3.454], [2.834, -3.231, -2.268], [-1.954, 0.441, 3.406], [-2.430, 1.597, -0.187], [-2.408, 0.930, 4.613], [5.552, -0.676, -2.986], [-2.882, 5.136, -2.843], [-0.349, -1.152, -0.495], [3.790, -3.576, -2.636], [-3.486, 3.626, -1.163], [2.073, -1.482, -1.336], [-2.439, -2.460, 1.043], [-1.261, 4.405, -2.949], [4.881, -2.168, -3.641], [-1.861, 1.984, 6.389], [-3.374, 1.300, -0.653], [2.680, -0.456, 1.830], [1.169, 1.663, 3.444], [4.446, -0.626, -4.393], [-3.379, 0.593, 4.962], [-0.363, 0.304, 1.994], [-2.708, 1.988, 0.800], [-0.580, -0.580, -2.628], [1.274, -1.509, 1.648], [2.015, -3.558, -2.910], [-1.817, 0.718, -0.036], [0.349, 2.589, 5.571], [-1.653, 5.531, -1.646], [-1.239, -3.619, 0.572], [-0.832, -2.147, 1.580], [2.691, -3.771, -1.325], [-2.200, -0.797, -3.288], [-0.937, -2.021, -3.560]]
}

---

3.
{
  "formula": "C13H15NO2S2",
  "method": "wB97M-V/def2-TZVPD",
  "homo_lumo_gap_ev": 4.46,
  "energy_ha": -1505.89104,
  "e_lumo_ev": -2.233,
  "e_above_lowest_ev": 2.383,
  "charge": 0,
  "e_homo_ev": -6.7,
  "symbols": ["S", "S", "O", "O", "N", "C", "C", "C", "C", "C", "C", "C", "C", "C", "C", "C", "C", "C", "H", "H", "H", "H", "H", "H", "H", "H", "H", "H", "H", "H", "H", "H", "H"],
  "coordinates": [[-2.120, 1.335, 0.244], [-1.995, -1.576, -0.105], [2.954, -0.606, 2.497], [0.814, -0.932, 3.238], [1.255, 0.082, 1.152], [0.137, -0.993, -2.224], [-0.381, 0.135, -1.534], [-1.318, -0.032, -0.416], [1.556, -0.505, 2.347], [1.180, 0.442, -3.880], [0.899, -0.828, -3.390], [-2.568, -1.577, 1.643], [3.564, -0.036, 1.342], [-3.459, -0.401, 1.981], [0.681, 1.565, -3.221], [-0.089, 1.421, -2.055], [-2.595, 0.841, 1.951], [2.444, 0.593, 0.548], [-3.081, 1.752, 2.323], [-1.650, 0.704, 2.489], [-1.651, -1.606, 2.245], [-3.061, -2.556, 1.715], [-0.517, 2.302, -1.568], [0.874, 2.557, -3.616], [1.269, -1.707, -3.917], [-0.100, -1.996, -1.854], [1.796, 0.564, -4.771], [2.580, 1.692, 0.668], [2.480, 0.312, -0.522], [4.262, 0.748, 1.659], [-3.836, -0.536, 2.992], [4.008, -0.828, 0.722], [-4.331, -0.328, 1.317]]
}

---

Please write out number 1 again, unchanged.
{
  "formula": "C3H5NO3",
  "method": "wB97M-V/def2-TZVPD",
  "homo_lumo_gap_ev": [8.15, 7.45],
  "multiplicity": 3,
  "energy_ha": -397.54279,
  "e_lumo_ev": [0.432, -2.925],
  "e_above_lowest_ev": 2.073,
  "charge": 0,
  "e_homo_ev": [-7.7, -10.4],
  "symbols": ["O", "O", "O", "N", "C", "C", "C", "H", "H", "H", "H", "H"],
  "coordinates": [[-2.484, -1.033, 0.782], [-2.757, 0.247, -0.824], [-0.223, 1.665, 0.205], [-1.985, -0.420, -0.152], [-0.580, -0.557, -0.448], [1.816, 0.318, 0.459], [0.329, 0.571, 0.205], [-0.435, -0.185, -1.469], [2.157, 1.135, 1.096], [2.420, 0.399, -0.524], [-0.273, -1.496, -0.218], [2.014, -0.644, 0.889]]
}